[1]
This record from the OMol25 dataset describes a cluster of 6 separate species, C22H30F2O18 in total. The level of theory is ωB97M-V with the def2-TZVPD basis set.

Cartesian coordinates (Å):
C  -2.06  1.12  -5.99
C  -0.53  1.07  -5.87
C  0.21  0.19  -6.88
O  0.89  1.10  -7.75
C  0.71  2.37  -7.33
O  1.06  3.33  -7.93
O  -0.01  2.40  -6.19
H  -2.40  0.29  -6.62
H  -2.50  2.03  -6.38
H  -2.46  0.88  -5.00
H  -0.25  0.93  -4.83
H  -0.39  -0.51  -7.47
H  0.96  -0.42  -6.36
C  2.92  1.45  3.13
C  2.55  2.42  2.02
C  3.63  2.85  1.00
O  3.15  2.41  -0.28
C  1.94  1.85  -0.14
O  1.25  1.48  -1.03
O  1.59  1.76  1.16
H  3.31  1.94  4.02
H  3.54  0.62  2.81
H  1.97  1.02  3.45
H  2.14  3.31  2.49
H  4.68  2.60  1.15
H  3.59  3.94  0.99
C  -6.49  1.87  4.80
C  -5.55  2.60  3.88
C  -4.69  1.67  3.03
O  -4.69  2.27  1.75
C  -5.65  3.23  1.69
O  -5.91  3.87  0.73
O  -6.31  3.30  2.87
H  -7.10  2.51  5.44
H  -5.96  1.13  5.41
H  -7.19  1.31  4.17
H  -4.95  3.34  4.42
H  -5.05  0.63  3.05
H  -3.66  1.60  3.40
C  3.96  -2.57  2.69
C  5.05  -2.15  1.75
C  4.59  -1.71  0.34
O  5.07  -0.37  0.23
C  5.89  -0.07  1.26
O  6.58  0.88  1.29
O  5.78  -1.00  2.23
H  3.53  -3.48  2.28
H  3.16  -1.83  2.80
H  4.33  -2.82  3.68
H  5.79  -2.94  1.60
H  3.53  -1.76  0.14
H  5.08  -2.35  -0.40
C  -1.58  0.42  0.15
C  -1.89  -0.08  -1.25
O  -0.71  -0.82  -1.55
C  -0.20  -1.24  -0.36
O  0.75  -1.93  -0.24
O  -0.96  -0.78  0.66
F  -2.07  0.90  -2.16
H  -2.43  0.78  0.72
H  -0.83  1.21  0.04
H  -2.74  -0.77  -1.26
C  -0.03  -5.04  -0.29
C  -1.42  -4.47  0.02
O  -1.39  -4.19  1.39
C  -0.22  -4.62  1.94
O  0.07  -4.51  3.08
O  0.60  -5.11  0.98
F  -2.42  -5.34  -0.31
H  0.46  -4.38  -1.00
H  -0.09  -6.03  -0.75
H  -1.55  -3.55  -0.54

The structure (SMILES) is O=C1OC[C@@H](F)O1.O=C1OC[C@@H](F)O1.C[C@H]1COC(=O)O1.C[C@H]1COC(=O)O1.C[C@H]1COC(=O)O1.C[C@H]1COC(=O)O1. For the HOMO-LUMO gap, the calculation gives 0.399 Eh. The total energy is -65591.5007 eV. As for the multiplicity: 1. The calculation puts the energy above the lowest of the compared OMol25 structures with the same formula, charge and spin at 0.7 kcal per mole.

=====

[2]
This record from the OMol25 dataset describes a cluster of 9 separate species, C47H85BF4IN2O11 in total. The level of theory is ωB97M-V with the def2-TZVPD basis set.

Cartesian coordinates (Å):
C  -1.72  -3.07  -4.58
C  -3.13  -3.17  -3.99
C  -3.08  -3.78  -2.55
C  -3.73  -2.84  -1.54
C  -3.39  -3.13  -0.07
C  -1.90  -3.38  0.22
C  -1.03  -2.28  -0.44
C  0.21  -1.96  0.45
C  1.46  -1.86  -0.39
C  1.46  -0.74  -1.44
C  0.74  0.53  -1.04
C  -0.49  0.86  -1.62
C  -1.11  2.04  -1.23
C  -0.49  2.83  -0.27
C  0.75  2.41  0.22
N  1.37  1.29  -0.15
O  2.73  -0.34  -1.93
C  3.88  -1.08  -1.64
C  5.04  -0.07  -1.94
I  5.36  0.31  -4.02
C  6.34  -0.18  -1.15
C  7.14  -1.49  -1.19
C  3.96  -2.43  -2.40
F  5.18  -2.67  -2.91
F  3.76  -3.46  -1.50
C  2.96  -2.73  -3.55
F  2.72  -1.70  -4.36
F  1.80  -3.23  -3.06
C  3.96  -1.30  -0.13
N  2.71  -1.94  0.47
B  2.56  -1.47  1.92
O  2.28  -0.19  2.21
O  2.80  -2.41  2.88
C  1.67  -2.87  3.65
H  -1.13  -3.94  -4.31
H  -1.76  -2.99  -5.67
H  -1.22  -2.20  -4.16
H  -3.77  -3.81  -4.59
H  -3.55  -2.18  -3.91
H  -3.60  -4.74  -2.52
H  -2.04  -3.96  -2.33
H  -3.53  -1.78  -1.75
H  -4.81  -2.96  -1.64
H  -3.92  -4.04  0.23
H  -3.77  -2.34  0.57
H  -1.59  -4.33  -0.16
H  -1.79  -3.29  1.30
H  -1.64  -1.39  -0.48
H  -0.72  -2.59  -1.44
H  -0.01  -1.03  0.98
H  0.29  -2.81  1.13
H  1.46  -2.78  -0.96
H  0.89  -1.15  -2.28
H  -0.92  0.18  -2.35
H  -2.05  2.32  -1.68
H  -0.97  3.73  0.05
H  1.24  3.03  0.96
H  4.59  0.86  -1.61
H  7.00  0.58  -1.56
H  6.23  0.12  -0.11
H  7.87  -1.45  -0.38
H  7.72  -1.55  -2.10
H  6.56  -2.39  -1.04
H  3.42  -3.52  -4.14
H  4.79  -1.94  0.15
H  4.06  -0.32  0.32
H  2.93  -2.94  0.56
H  2.42  -0.05  3.16
H  2.00  -3.19  4.63
H  0.95  -2.06  3.79
H  1.21  -3.73  3.17
C  -0.19  7.05  3.09
C  -0.55  5.67  2.61
O  -0.38  5.34  1.45
C  -1.12  4.71  3.62
H  0.20  7.63  2.26
H  -1.08  7.55  3.48
H  0.57  6.99  3.87
H  -2.05  5.11  4.03
H  -0.41  4.55  4.43
H  -1.33  3.75  3.14
C  -2.14  -8.40  1.55
C  -1.14  -7.34  1.19
O  -1.47  -6.18  1.06
C  0.29  -7.78  1.00
H  -3.12  -7.96  1.65
H  -2.18  -9.16  0.76
H  -1.86  -8.88  2.49
H  0.35  -8.51  0.20
H  0.67  -8.23  1.92
H  0.91  -6.92  0.75
C  -1.26  9.02  -0.80
C  0.03  9.67  -0.36
O  0.37  9.69  0.79
C  0.86  10.31  -1.44
H  -1.76  8.60  0.08
H  -1.91  9.75  -1.26
H  -1.05  8.21  -1.50
H  0.30  11.10  -1.94
H  1.16  9.57  -2.18
H  1.76  10.75  -1.00
C  -6.24  -9.12  1.30
C  -5.42  -9.77  0.21
O  -4.53  -10.55  0.48
C  -5.76  -9.41  -1.21
H  -5.90  -9.46  2.27
H  -6.14  -8.03  1.24
H  -7.30  -9.38  1.18
H  -5.63  -8.34  -1.37
H  -6.79  -9.69  -1.43
H  -5.10  -9.95  -1.89
C  -0.45  -8.31  -5.50
C  -0.13  -7.75  -4.14
O  -0.53  -8.27  -3.12
C  0.71  -6.49  -4.10
H  -1.06  -9.21  -5.39
H  -1.01  -7.58  -6.09
H  0.47  -8.57  -6.02
H  0.20  -5.68  -4.63
H  1.68  -6.67  -4.56
H  0.86  -6.19  -3.06
C  -6.12  5.98  2.27
C  -4.83  6.64  2.68
O  -4.47  6.65  3.84
C  -4.00  7.28  1.60
H  -6.61  5.56  3.14
H  -6.78  6.72  1.81
H  -5.92  5.18  1.55
H  -4.57  8.08  1.12
H  -3.71  6.53  0.87
H  -3.11  7.72  2.05
C  -3.02  11.85  4.66
C  -3.38  10.46  4.18
O  -3.24  10.14  3.02
C  -3.93  9.50  5.20
H  -2.64  12.44  3.83
H  -3.91  12.34  5.07
H  -2.25  11.79  5.43
H  -4.85  9.90  5.63
H  -3.20  9.34  6.00
H  -4.14  8.54  4.72
C  9.66  3.52  1.36
C  8.63  2.72  0.61
O  8.94  1.75  -0.05
C  7.20  3.20  0.71
H  10.65  3.07  1.21
H  9.68  4.55  1.01
H  9.44  3.51  2.43
H  7.12  4.21  0.33
H  6.87  3.18  1.75
H  6.56  2.55  0.12

For the HOMO-LUMO gap, the calculation gives 0.315 Eh. The total energy is -95263.7551 eV. Its total charge is +1. As for the multiplicity: 1.

=====

[3]
This record from the OMol25 dataset describes a cluster of 3 separate species, C5H12O in total. The level of theory is ωB97M-V with the def2-TZVPD basis set.

Cartesian coordinates (Å):
C  -0.58  2.28  -1.05
C  1.71  -0.45  0.13
C  1.02  -1.16  1.02
C  -0.05  -0.60  1.92
C  -1.01  -1.33  -1.23
O  -1.96  -0.87  -0.64
H  -1.14  3.05  -1.57
H  0.25  1.94  -1.69
H  -0.16  2.69  -0.12
H  2.48  -0.91  -0.49
H  1.54  0.62  0.00
H  1.23  -2.22  1.12
H  -0.22  0.46  1.71
H  -1.00  -1.13  1.78
H  0.24  -0.70  2.97
H  -0.72  -2.39  -1.11
H  -0.39  -0.73  -1.92
H  -1.24  1.44  -0.82

The structure (SMILES) is C=CC.C=O.C. For the HOMO-LUMO gap, the calculation gives 0.397 Eh. The total energy is -7425.4883 eV. As for the multiplicity: 1. The calculation puts the energy above the lowest of the compared OMol25 structures with the same formula, charge and spin at 42.0 kcal per mole.

=====

[4]
This record from the OMol25 dataset describes the molecule C4H9NO. The level of theory is ωB97M-V with the def2-TZVPD basis set.

Cartesian coordinates (Å):
C  -1.48  -0.53  -0.52
C  -0.62  -0.14  0.65
C  0.89  -0.30  0.59
C  0.27  1.07  0.57
H  -0.99  -0.28  -1.46
H  -1.65  -1.61  -0.47
H  -2.48  -0.03  -0.46
H  -1.09  -0.31  1.61
H  1.35  -0.59  1.55
H  1.75  -1.75  -0.52
H  2.30  -0.27  -0.87
H  0.41  1.67  1.47
H  -0.51  2.07  -0.88
N  1.47  -0.78  -0.63
O  0.38  1.79  -0.63

The structure (SMILES) is C[C@H]1[C@@H](N)[C@H]1O. For the HOMO-LUMO gap, the calculation gives 0.364 Eh. The total energy is -7830.3518 eV. As for the multiplicity: 1. The calculation puts the energy above the lowest of the compared OMol25 structures with the same formula, charge and spin at 45.4 kcal per mole.

=====

[5]
This record from the OMol25 dataset describes a structure of composition C6H8. The level of theory is ωB97M-V with the def2-TZVPD basis set.

Cartesian coordinates (Å):
C  -1.10  -0.29  0.67
C  -0.41  1.03  0.34
C  1.04  0.74  -0.04
C  1.50  -0.66  0.24
C  -0.36  -0.86  -0.52
C  -0.04  0.53  -1.04
H  -2.17  -0.25  0.46
H  -0.93  -0.77  1.64
H  -0.76  2.02  0.62
H  1.72  1.60  -0.09
H  0.95  -1.44  -0.43
H  1.47  -0.94  1.30
H  -0.78  -1.67  -1.13
H  -0.12  0.96  -2.03

For the HOMO-LUMO gap, the calculation gives 0.327 Eh. The total energy is -6345.8249 eV. As for the multiplicity: 1. The calculation puts the energy above the lowest of the compared OMol25 structures with the same formula, charge and spin at 114.4 kcal per mole.

=====

| no. | HOMO (eV) |
| --- | --- |
| 1 | -10.7 |
| 2 | -10.7 |
| 3 | -9.9 |
| 4 | -8.9 |
| 5 | -7.8 |